# 1
41
Properties=species:S:1:pos:R:3:nbo_charge:R:1 method="wB97M-V/def2-TZVPD" smiles="Cc1ccc(S(=O)(=O)NC[C@H](C)n2nc(C)nc2C)cc1" e_lumo_ev=0.7 orbital_gap_ev=10.15 e_above_lowest_kcal_mol=0.0
C 3.55 2.66 -0.23 -0.63
C 2.95 1.30 -0.03 0.01
C 2.96 0.37 -1.07 -0.20
C 2.44 -0.89 -0.89 -0.21
C 1.90 -1.23 0.34 -0.28
C 1.87 -0.32 1.38 -0.21
C 2.41 0.94 1.19 -0.21
H 2.40 1.65 2.01 0.22
H 1.45 -0.63 2.33 0.24
S 1.12 -2.82 0.57 2.31
O 1.47 -3.70 -0.50 -0.94
O 1.29 -3.24 1.93 -0.93
N -0.52 -2.46 0.39 -0.84
H -0.76 -1.78 1.10 0.39
C -0.90 -2.05 -0.94 -0.24
H -0.13 -1.41 -1.40 0.21
H -1.01 -2.96 -1.54 0.22
C -2.21 -1.26 -0.91 -0.04
N -1.98 -0.05 -0.15 -0.20
C -2.41 0.31 1.08 0.37
N -1.86 1.46 1.42 -0.50
C -1.08 1.78 0.36 0.32
N -1.12 0.88 -0.60 -0.32
C -0.28 3.02 0.29 -0.65
H 0.22 3.19 1.24 0.23
H -0.94 3.87 0.11 0.23
H 0.44 2.95 -0.51 0.23
C -3.37 -0.47 1.90 -0.67
H -4.33 -0.55 1.39 0.23
H -3.51 0.05 2.84 0.25
H -3.00 -1.47 2.10 0.23
C -2.68 -0.90 -2.31 -0.61
H -1.94 -0.27 -2.80 0.23
H -3.62 -0.35 -2.27 0.22
H -2.82 -1.80 -2.90 0.22
H -2.97 -1.84 -0.38 0.22
H 2.45 -1.63 -1.67 0.24
H 3.38 0.65 -2.03 0.22
H 4.63 2.62 -0.05 0.23
H 3.12 3.38 0.47 0.22
H 3.39 3.01 -1.25 0.22



# 2
23
Properties=species:S:1:pos:R:3:nbo_charge:R:1 method="wB97M-V/def2-TZVPD" total_charge=+2 e_lumo_ev=-6.4 orbital_gap_ev=11.21 e_above_lowest_kcal_mol=36.9
C -0.80 1.70 -0.93 -0.21
C 0.32 1.83 0.18 -0.46
C 1.20 0.56 0.20 -0.25
N 0.70 -2.74 1.48 -0.65
C 1.01 -1.72 0.74 0.40
N 0.64 -0.47 1.04 -0.55
N -0.69 2.97 -1.85 -0.70
H -1.82 1.76 -0.48 0.25
H -0.65 0.83 -1.56 0.23
H 0.78 2.79 0.26 0.25
H -0.31 1.96 1.07 0.25
H 1.56 0.30 -0.80 0.24
H 2.21 0.83 0.61 0.24
H 0.91 -3.72 1.31 0.46
H 0.04 -2.69 2.26 0.43
H 1.65 -1.99 -0.08 0.24
H 0.27 -0.27 1.97 0.44
H -0.11 3.76 -1.41 0.46
H -1.65 3.24 -2.03 0.47
H -0.05 2.79 -2.64 0.46
H -1.37 -4.47 -0.17 0.49
H -2.38 -3.47 0.37 0.49
O -1.46 -3.75 0.47 -0.98



# 3
14
Properties=species:S:1:pos:R:3:nbo_charge:R:1 method="wB97M-V/def2-TZVPD" e_lumo_ev=-0.8 orbital_gap_ev=7.91 e_above_lowest_kcal_mol=106.0
C -0.86 -2.19 -1.24 -0.86
C 1.36 -0.76 0.50 -0.09
C 0.64 0.43 0.80 -0.20
C 0.67 1.70 0.23 0.05
N -0.16 2.43 0.96 -0.36
N -0.72 1.68 1.96 -0.04
N -0.25 0.51 1.87 -0.13
H -0.82 -3.11 -1.82 0.21
H -1.87 -2.05 -0.84 0.21
H -0.61 -1.34 -1.88 0.20
H -0.15 -2.25 -0.40 0.24
H 1.95 -0.54 -0.41 0.10
H 1.23 2.09 -0.61 0.24
H -0.40 3.41 0.88 0.42



# 4
70
Properties=species:S:1:pos:R:3:nbo_charge:R:1 method="wB97M-V/def2-TZVPD" e_lumo_ev="-2.4 / -2.4" orbital_gap_ev="4.29 / 4.30" e_above_lowest_kcal_mol=72.8
Pt 0.11 -0.52 -0.67 0.58
C -0.96 -0.30 -4.54 -0.64
C -2.27 0.39 -4.35 -0.03
C -3.18 0.46 -5.39 -0.20
C -4.38 1.13 -5.25 -0.19
C -4.70 1.73 -4.04 -0.22
C -3.81 1.66 -2.99 -0.21
C -2.59 1.01 -3.13 -0.27
P -1.36 1.02 -1.78 0.92
C -2.21 2.08 -0.56 -0.40
C -1.99 3.45 -0.49 -0.19
C -2.75 4.24 0.35 -0.22
C -3.72 3.66 1.16 -0.19
C -3.89 2.29 1.15 -0.23
C -3.14 1.48 0.30 0.12
C -3.35 0.00 0.31 -0.67
C -0.09 2.08 -2.54 -0.41
C -0.40 3.23 -3.26 -0.19
C 0.61 4.05 -3.73 -0.23
C 1.94 3.73 -3.47 -0.19
C 2.25 2.57 -2.79 -0.23
C 1.24 1.70 -2.36 0.10
C 1.61 0.37 -1.82 -0.65
H -1.03 -1.04 -5.34 0.22
H -0.63 -0.80 -3.63 0.22
H -0.19 0.43 -4.83 0.23
H -2.94 -0.01 -6.33 0.21
H -5.07 1.19 -6.08 0.22
H -5.64 2.26 -3.92 0.22
H -4.06 2.13 -2.05 0.23
H -1.23 3.90 -1.10 0.23
H -2.60 5.31 0.37 0.22
H -4.33 4.27 1.80 0.22
H -4.61 1.83 1.80 0.22
H -3.89 -0.31 1.21 0.24
H -2.38 -0.51 0.29 0.22
H -3.92 -0.32 -0.56 0.22
H -1.43 3.48 -3.45 0.22
H 0.37 4.94 -4.30 0.22
H 2.73 4.38 -3.81 0.21
H 3.28 2.30 -2.62 0.21
H 2.58 0.40 -1.32 0.21
H 1.69 -0.36 -2.65 0.21
S 0.46 -0.17 3.08 0.13
S -1.38 -0.59 4.24 0.12
S -2.62 0.85 3.91 -0.31
S -0.15 0.87 1.54 -0.12
C -4.31 -4.40 -1.71 -0.20
C -3.97 -3.13 -2.16 -0.21
C -2.77 -2.56 -1.82 -0.23
C -1.86 -3.24 -0.99 0.17
C -2.21 -4.53 -0.55 -0.21
C -3.41 -5.10 -0.91 -0.21
N -0.66 -2.70 -0.64 -0.31
N 0.20 -3.45 -0.03 -0.15
C 1.33 -2.93 0.44 0.06
C 2.28 -3.75 1.08 -0.16
C 3.43 -3.20 1.59 -0.25
C 3.66 -1.84 1.51 -0.16
C 2.73 -1.02 0.87 -0.28
C 1.58 -1.53 0.32 -0.21
H -5.25 -4.85 -1.99 0.22
H -4.66 -2.59 -2.79 0.22
H -2.50 -1.58 -2.19 0.22
H -1.50 -5.06 0.07 0.23
H -3.65 -6.09 -0.56 0.22
H 2.08 -4.81 1.15 0.22
H 4.16 -3.84 2.08 0.22
H 4.55 -1.40 1.92 0.21
H 2.92 0.05 0.84 0.22



# 5
11
Properties=species:S:1:pos:R:3:nbo_charge:R:1 method="wB97M-V/def2-TZVPD" total_charge=-1 e_lumo_ev="3.1 / 3.1" orbital_gap_ev="6.50 / 7.94" e_above_lowest_kcal_mol=44.1
C -0.26 -0.20 0.13 -0.71
C -0.40 1.09 -0.69 -0.25
O 3.59 2.37 0.17 -0.98
O 3.70 0.22 -1.11 -0.99
O 2.76 0.26 1.13 -1.01
S 3.06 1.02 -0.08 2.04
Br -1.36 2.52 0.07 0.01
H 0.72 -0.18 0.60 0.28
H -0.95 -0.38 0.90 0.21
H -0.30 -1.15 -0.54 0.21
H 0.47 1.40 -1.36 0.20



# 6
85
Properties=species:S:1:pos:R:3:mulliken_charge:R:1 method="wB97M-V/def2-TZVPD" e_lumo_ev="-0.8 / -0.8" orbital_gap_ev="7.05 / 7.05" e_above_lowest_kcal_mol=79.6
Ir 0.27 -0.65 1.30 1.61
O 2.90 2.63 2.51 -0.76
C 2.38 1.53 2.43 0.20
O 2.39 0.71 1.46 -0.63
C 1.55 0.99 3.59 0.61
C 1.72 1.36 4.91 -0.82
C 1.13 0.59 5.90 -0.40
C 0.44 -0.55 5.56 -0.75
C 0.27 -0.85 4.22 0.70
N 0.76 -0.04 3.26 0.27
C -0.25 -2.16 3.70 -0.05
O -0.75 -3.00 4.40 -0.71
O 0.05 -2.30 2.43 -0.30
H 2.35 2.21 5.12 0.55
H 1.27 0.86 6.94 0.44
H 0.03 -1.24 6.29 0.55
C 0.13 2.98 0.79 -1.90
C 0.77 2.03 -0.15 0.37
N 0.49 0.73 -0.32 0.90
C 1.38 0.28 -1.29 0.72
C 2.14 1.30 -1.72 -2.07
N 1.74 2.41 -1.00 0.68
C 2.27 3.74 -1.13 -1.11
N 1.25 4.64 -1.64 0.80
N 1.20 5.90 -1.16 -0.78
N 0.24 6.53 -1.70 -0.54
C -0.40 5.67 -2.57 0.21
C -1.52 5.88 -3.38 -0.73
C -1.96 4.82 -4.14 -0.63
C -1.29 3.57 -4.09 -0.57
C -0.19 3.35 -3.30 -0.57
C 0.25 4.44 -2.54 1.11
H -0.58 2.46 1.41 0.19
H -0.38 3.78 0.23 0.39
H 0.90 3.45 1.42 0.43
H 1.38 -0.74 -1.62 0.12
H 2.93 1.36 -2.46 0.52
H 3.13 3.69 -1.79 0.37
H 2.58 4.12 -0.16 0.46
H -2.02 6.84 -3.40 0.45
H -2.82 4.93 -4.77 0.39
H -1.67 2.76 -4.70 0.43
H 0.30 2.39 -3.28 0.52
C -2.36 0.23 -1.76 -0.50
As -3.13 0.15 0.00 1.60
C -3.85 1.92 0.23 -1.15
C -4.73 -0.89 -0.15 -1.28
S -1.82 0.13 1.74 -0.74
H -3.23 0.22 -2.42 0.61
H -1.73 -0.63 -1.95 0.07
H -1.81 1.16 -1.86 -0.13
H -4.54 2.13 -0.59 0.43
H -3.04 2.65 0.24 0.27
H -4.39 1.97 1.18 0.40
H -5.38 -0.30 -0.80 0.47
H -5.15 -1.05 0.84 0.41
H -4.50 -1.86 -0.57 0.32
C 5.58 -2.74 -1.73 -1.55
C 4.12 -2.97 -1.46 1.00
C 3.20 -3.12 -2.50 -0.74
C 1.85 -3.27 -2.24 -0.58
C 1.40 -3.31 -0.93 -0.57
C 2.30 -3.20 0.13 -0.43
C 3.64 -3.03 -0.15 -0.81
S -0.34 -3.18 -0.66 1.46
O -0.52 -1.75 -0.30 -0.72
O -1.03 -3.53 -1.87 -0.83
N -0.62 -4.24 0.51 -0.14
C -1.82 -5.11 0.50 -0.87
C -2.81 -4.74 1.60 -0.69
C -3.50 -3.40 1.33 0.28
O -4.67 -3.23 1.66 -0.78
O -2.75 -2.55 0.76 -0.27
H 5.75 -2.50 -2.77 0.37
H 6.16 -3.63 -1.49 0.33
H 5.96 -1.93 -1.11 0.36
H 3.55 -3.10 -3.52 0.36
H 1.14 -3.36 -3.05 0.49
H 1.96 -3.27 1.15 0.58
H 4.34 -2.94 0.68 0.43
H -0.45 -3.79 1.41 0.40
H -1.45 -6.13 0.62 0.42
H -2.28 -5.04 -0.48 0.44
H -2.29 -4.66 2.56 0.22
H -3.55 -5.53 1.69 0.36



# 7
94
Properties=species:S:1:pos:R:3:mulliken_spin:R:1 method="wB97M-V/def2-TZVPD" total_charge=+1 multiplicity=5 e_lumo_ev="-3.1 / -4.6" orbital_gap_ev="4.75 / 4.77"
C -3.80 5.92 -2.98 0.00
O -2.52 6.50 -3.01 0.00
C -1.43 5.57 -3.13 -0.05
C -0.96 4.83 -2.03 0.16
C 0.25 3.92 -2.15 -0.09
C 1.01 4.01 -3.47 0.13
C 0.47 4.70 -4.54 -0.01
C -0.73 5.47 -4.40 0.17
Fe 0.63 5.99 -2.82 2.49
C 1.74 6.00 -1.29 0.05
O 2.38 5.94 -0.36 -0.07
C 0.01 7.74 -2.36 0.07
O -0.35 8.79 -2.09 -0.04
C 1.93 6.83 -3.92 0.06
O 2.70 7.32 -4.59 -0.04
H -4.52 6.71 -2.74 0.00
H -4.03 5.51 -3.97 0.00
H -3.84 5.14 -2.22 0.00
H -1.51 4.90 -1.09 -0.02
H 0.93 4.01 -1.27 0.09
H -0.12 2.88 -2.07 0.10
H 1.94 3.45 -3.59 -0.01
H 0.99 4.69 -5.51 0.00
H -1.13 6.02 -5.25 0.01
C -3.33 0.26 3.23 0.00
C -2.12 -0.68 3.34 0.03
C -2.33 -1.69 4.47 0.00
C -0.84 0.10 3.52 -0.01
C -0.66 0.92 4.62 0.00
C 0.50 1.65 4.78 0.00
C 1.50 1.56 3.83 0.00
C 1.37 0.73 2.74 0.01
C 2.46 0.63 1.68 -0.01
C 3.87 0.71 2.27 0.00
C 2.29 1.70 0.60 -0.06
C 0.19 0.00 2.58 0.01
N 0.03 -0.88 1.44 0.10
N 0.40 -2.16 1.44 0.15
N 0.08 -2.62 0.25 -0.06
C 0.31 -3.98 -0.18 0.00
C -0.68 -4.95 0.02 0.00
C -2.00 -4.58 0.67 0.01
C -2.20 -5.31 2.00 0.00
C -3.18 -4.84 -0.27 0.00
C -0.44 -6.25 -0.38 0.00
C 0.76 -6.60 -0.97 0.00
C 1.73 -5.64 -1.17 0.00
C 1.52 -4.33 -0.78 -0.01
C 2.59 -3.28 -1.00 0.01
C 2.92 -3.11 -2.48 0.00
C 3.86 -3.59 -0.20 0.00
C -0.51 -1.64 -0.58 0.23
C -0.96 -1.83 -1.97 -0.02
C -0.56 -0.50 0.20 -0.11
C -1.08 0.73 -0.12 0.65
H -3.22 0.96 2.40 0.00
H -4.25 -0.30 3.07 0.00
H -3.45 0.83 4.14 0.00
H -2.03 -1.24 2.40 -0.01
H -1.49 -2.38 4.55 0.00
H -2.42 -1.17 5.43 0.00
H -3.24 -2.27 4.33 0.00
H -1.44 0.99 5.36 0.00
H 0.62 2.29 5.64 0.00
H 2.40 2.15 3.96 0.00
H 2.35 -0.36 1.22 0.01
H 4.02 0.00 3.09 0.00
H 4.63 0.51 1.51 0.00
H 4.07 1.71 2.66 0.00
H 1.33 1.61 0.09 0.05
H 2.33 2.70 1.04 0.00
H 3.08 1.64 -0.15 0.00
H -1.95 -3.49 0.88 0.00
H -1.38 -5.12 2.69 0.00
H -3.13 -5.01 2.48 0.00
H -2.24 -6.39 1.83 0.00
H -3.07 -4.31 -1.22 0.00
H -3.26 -5.90 -0.50 0.00
H -4.12 -4.53 0.18 0.00
H -1.20 -7.00 -0.22 0.00
H 0.94 -7.62 -1.27 0.00
H 2.67 -5.91 -1.63 0.00
H 2.18 -2.32 -0.62 0.00
H 2.03 -2.86 -3.07 0.00
H 3.66 -2.32 -2.64 0.00
H 3.33 -4.03 -2.89 0.00
H 3.65 -3.69 0.87 0.00
H 4.29 -4.53 -0.53 0.00
H 4.61 -2.82 -0.33 0.00
H -1.37 -0.91 -2.38 0.00
H -0.13 -2.15 -2.60 0.01
H -1.73 -2.60 -2.03 0.01
H -1.51 0.91 -1.08 -0.02
H -1.08 1.53 0.60 0.03



# 8
13
Properties=species:S:1:pos:R:3:nbo_charge:R:1 method="wB97M-V/def2-TZVPD" smiles=CCSS.O e_lumo_ev=0.4 orbital_gap_ev=9.34 e_above_lowest_kcal_mol=12.8
C 1.47 1.13 1.00 -0.63
C 0.48 0.21 0.25 -0.53
S 1.24 -1.43 0.19 0.09
S -0.34 -2.60 -0.62 -0.18
H 1.77 0.88 2.01 0.22
H 2.36 1.19 0.32 0.21
H 0.99 2.10 1.00 0.22
H -0.50 0.15 0.80 0.22
H 0.28 0.43 -0.82 0.24
H -0.88 -3.02 0.57 0.14
H -2.60 0.95 -2.00 0.47
H -2.20 -0.50 -1.46 0.48
O -2.08 0.51 -1.24 -0.96



# 9
17
Properties=species:S:1:pos:R:3:nbo_charge:R:1 method="wB97M-V/def2-TZVPD" smiles="O=CCCC1CC1" e_lumo_ev=1.1 orbital_gap_ev=10.87 e_above_lowest_kcal_mol=16.4
O 2.05 -1.01 1.98 -0.53
C 2.39 -0.83 0.84 0.45
C 1.59 -0.08 -0.19 -0.51
C 0.31 0.55 0.36 -0.41
C -0.77 0.70 -0.68 -0.23
C -1.58 -0.52 -1.05 -0.43
C -2.21 0.60 -0.27 -0.41
H 3.35 -1.25 0.46 0.10
H 2.25 0.67 -0.66 0.23
H 1.35 -0.80 -0.99 0.23
H 0.54 1.52 0.82 0.21
H -0.06 -0.08 1.18 0.22
H -0.55 1.39 -1.50 0.21
H -1.87 -0.67 -2.08 0.22
H -1.35 -1.44 -0.51 0.21
H -2.94 1.23 -0.78 0.22
H -2.42 0.43 0.78 0.21



What did the eighth record say?
13
Properties=species:S:1:pos:R:3:nbo_charge:R:1 method="wB97M-V/def2-TZVPD" smiles=CCSS.O e_lumo_ev=0.4 orbital_gap_ev=9.34 e_above_lowest_kcal_mol=12.8
C 1.47 1.13 1.00 -0.63
C 0.48 0.21 0.25 -0.53
S 1.24 -1.43 0.19 0.09
S -0.34 -2.60 -0.62 -0.18
H 1.77 0.88 2.01 0.22
H 2.36 1.19 0.32 0.21
H 0.99 2.10 1.00 0.22
H -0.50 0.15 0.80 0.22
H 0.28 0.43 -0.82 0.24
H -0.88 -3.02 0.57 0.14
H -2.60 0.95 -2.00 0.47
H -2.20 -0.50 -1.46 0.48
O -2.08 0.51 -1.24 -0.96



Copy entry 1 word for word.
41
Properties=species:S:1:pos:R:3:nbo_charge:R:1 method="wB97M-V/def2-TZVPD" smiles="Cc1ccc(S(=O)(=O)NC[C@H](C)n2nc(C)nc2C)cc1" e_lumo_ev=0.7 orbital_gap_ev=10.15 e_above_lowest_kcal_mol=0.0
C 3.55 2.66 -0.23 -0.63
C 2.95 1.30 -0.03 0.01
C 2.96 0.37 -1.07 -0.20
C 2.44 -0.89 -0.89 -0.21
C 1.90 -1.23 0.34 -0.28
C 1.87 -0.32 1.38 -0.21
C 2.41 0.94 1.19 -0.21
H 2.40 1.65 2.01 0.22
H 1.45 -0.63 2.33 0.24
S 1.12 -2.82 0.57 2.31
O 1.47 -3.70 -0.50 -0.94
O 1.29 -3.24 1.93 -0.93
N -0.52 -2.46 0.39 -0.84
H -0.76 -1.78 1.10 0.39
C -0.90 -2.05 -0.94 -0.24
H -0.13 -1.41 -1.40 0.21
H -1.01 -2.96 -1.54 0.22
C -2.21 -1.26 -0.91 -0.04
N -1.98 -0.05 -0.15 -0.20
C -2.41 0.31 1.08 0.37
N -1.86 1.46 1.42 -0.50
C -1.08 1.78 0.36 0.32
N -1.12 0.88 -0.60 -0.32
C -0.28 3.02 0.29 -0.65
H 0.22 3.19 1.24 0.23
H -0.94 3.87 0.11 0.23
H 0.44 2.95 -0.51 0.23
C -3.37 -0.47 1.90 -0.67
H -4.33 -0.55 1.39 0.23
H -3.51 0.05 2.84 0.25
H -3.00 -1.47 2.10 0.23
C -2.68 -0.90 -2.31 -0.61
H -1.94 -0.27 -2.80 0.23
H -3.62 -0.35 -2.27 0.22
H -2.82 -1.80 -2.90 0.22
H -2.97 -1.84 -0.38 0.22
H 2.45 -1.63 -1.67 0.24
H 3.38 0.65 -2.03 0.22
H 4.63 2.62 -0.05 0.23
H 3.12 3.38 0.47 0.22
H 3.39 3.01 -1.25 0.22